No. 1
This record from OMol25 describes the molecule C3H4N6. The level of theory is the ωB97M-V functional and the def2-TZVPD basis.

HOMO-LUMO gap (spin up / spin down) in eV: 5.791 / 5.685
Multiplicity: 3
Charge: 0

Positions of all 13 atoms, in Å:
C  0.9001  0.6740  -1.7105
C  1.8347  -0.9713  -0.4562
C  -0.2227  -0.3144  -0.0870
N  1.9484  -0.1571  -1.4576
N  -0.2495  0.6229  -1.0584
N  0.6902  -1.1237  0.2289
N  -1.6540  -0.2641  2.0556
N  -2.3236  0.4669  1.0086
N  -1.4633  -0.5629  0.6902
H  0.7407  1.2860  -2.5717
H  2.6797  -1.3750  -0.1338
H  -0.8433  0.3228  2.5818
H  -2.0373  1.3959  0.9103



No. 2
This record from OMol25 describes a cluster of 9 separate species, C36H61F15O18 in total. The level of theory is the ωB97M-V functional and the def2-TZVPD basis.

HOMO-LUMO gap in eV: 9.465
Structure (SMILES): CCOC(=O)C(F)(F)F.CCOC(=O)C(F)(F)F.CCOC(=O)C(F)(F)F.CCOC(=O)C(F)(F)F.CCOC(=O)C(F)(F)F.O=C1CCCO1.COCCOC.COCCOC.COCCOC
Relative energy (zero: lowest compared OMol25 entry of this formula, charge and spin) in kcal per mole: 0.0
Charge: 0

Positions of all 130 atoms, in Å:
C  -1.2371  3.5284  -3.4348
C  -2.5605  3.5826  -4.1410
O  -3.3937  4.7250  -3.8033
C  -4.3101  5.1132  -4.7741
O  -4.2163  4.7774  -5.9434
C  -5.4427  6.1469  -4.3656
F  -5.1570  7.3179  -4.8072
F  -6.5819  5.6322  -4.8110
F  -5.4654  6.2388  -3.0319
H  -0.5443  4.3229  -3.7119
H  -0.6847  2.6065  -3.6165
H  -1.3155  3.7927  -2.3802
H  -3.1680  2.7001  -3.9403
H  -2.2430  3.7129  -5.1756
C  -4.8860  0.7192  2.8383
C  -5.2635  -0.1070  1.6065
O  -6.5825  0.2388  1.2558
C  -7.6813  -0.3589  1.8674
O  -7.6432  -1.3155  2.7072
C  -9.0436  0.1519  1.2764
F  -9.9383  0.2767  2.2070
F  -8.9199  1.3556  0.7725
F  -9.5937  -0.7288  0.4060
H  -5.5786  0.5758  3.6677
H  -4.7835  1.7791  2.6058
H  -3.8895  0.5186  3.2319
H  -5.2979  -1.1830  1.7774
H  -4.6949  -0.0298  0.6797
C  2.3136  -5.7577  -6.5249
C  3.2592  -5.6107  -5.4232
O  2.5329  -5.3844  -4.2429
C  3.1188  -5.4123  -2.9942
O  4.2774  -5.7693  -2.8067
C  2.1129  -5.0287  -1.8528
F  2.5311  -5.4888  -0.6621
F  1.9656  -3.6753  -2.0038
F  0.8942  -5.4538  -2.0902
H  2.9260  -6.0119  -7.3901
H  1.7016  -4.8624  -6.6345
H  1.6342  -6.5885  -6.3344
H  3.9576  -4.7829  -5.5468
H  3.8856  -6.5024  -5.3999
C  2.0178  -1.4476  0.4461
C  0.4384  -1.4605  0.5669
O  -0.1097  -0.1975  0.4669
C  -1.3556  0.0467  0.7940
O  -2.1955  -0.8009  1.1899
C  -1.7896  1.5397  0.7927
F  -1.1042  2.1196  -0.1303
F  -3.0115  1.7563  0.4649
F  -1.4606  2.2294  1.9204
H  2.4840  -2.4127  0.6440
H  2.4297  -0.6856  1.1078
H  2.3013  -1.0661  -0.5348
H  0.2579  -1.8059  1.5849
H  -0.0232  -2.1709  -0.1188
C  6.3675  -3.9597  0.4289
C  5.6982  -4.4792  1.7018
O  4.6609  -3.7291  2.2766
C  4.9855  -2.5922  3.0146
O  6.1047  -2.1966  3.2052
C  3.7749  -2.0087  3.7460
F  3.8438  -2.4384  5.0171
F  4.0008  -0.7012  3.7631
F  2.6337  -2.3772  3.2525
H  6.9909  -3.1128  0.7156
H  5.5824  -3.6129  -0.2430
H  6.9178  -4.7435  -0.0915
H  6.4753  -4.5363  2.4640
H  5.2521  -5.4587  1.5290
O  5.5556  -1.0429  -1.7853
C  5.6761  -0.1153  -1.0798
C  5.6640  -0.0985  0.3886
C  5.3824  1.3179  0.7096
C  5.6417  2.1809  -0.4715
O  5.7917  1.1904  -1.5410
H  4.9360  -0.7929  0.8080
H  6.6951  -0.2962  0.6818
H  4.2972  1.3454  0.8076
H  5.9505  1.6187  1.5898
H  4.7474  2.7405  -0.7457
H  6.4664  2.8262  -0.1690
C  2.4760  4.8012  -1.3412
O  2.6752  3.6367  -0.5694
C  1.6467  2.6936  -1.0012
C  2.0901  1.9056  -2.2352
O  1.2930  0.7131  -2.3127
C  1.1236  0.2238  -3.6621
H  1.5498  5.3735  -1.2908
H  2.5034  4.5112  -2.3916
H  3.2787  5.5032  -1.1154
H  0.6516  3.1277  -1.0984
H  1.6305  2.0319  -0.1352
H  3.0960  1.4959  -2.1433
H  2.0995  2.5059  -3.1450
H  0.6694  0.9771  -4.3058
H  0.4190  -0.6067  -3.6176
H  2.0223  -0.1961  -4.1139
C  -2.7878  4.3087  3.6272
O  -3.2435  5.3347  4.4572
C  -4.6022  5.6901  4.3086
C  -4.8230  6.5063  3.0021
O  -4.2664  7.8346  3.0285
C  -2.8662  7.9770  2.7521
H  -3.3371  4.4189  2.6922
H  -3.0022  3.3352  4.0682
H  -1.7322  4.4968  3.4313
H  -4.9224  6.3529  5.1125
H  -5.2652  4.8255  4.3389
H  -5.9119  6.5127  2.9541
H  -4.5075  6.0484  2.0646
H  -2.6418  7.8094  1.6987
H  -2.1864  7.2856  3.2501
H  -2.4589  8.9670  2.9572
C  -2.0321  -5.6186  0.3486
O  -1.1183  -4.7265  0.8826
C  -1.1479  -4.5014  2.3002
C  -0.4850  -5.7173  3.0675
O  0.6460  -6.4550  2.5931
C  1.9030  -5.7753  2.5783
H  -2.9975  -5.1213  0.2544
H  -2.1178  -6.5160  0.9613
H  -1.7400  -5.9259  -0.6556
H  -2.1085  -4.2003  2.7180
H  -0.4986  -3.6259  2.2977
H  -1.3143  -6.4125  3.1987
H  -0.3374  -5.3479  4.0824
H  2.7256  -6.4692  2.4050
H  1.9750  -5.3815  3.5921
H  2.0117  -4.9396  1.8870



No. 3
This record from OMol25 describes the ion C4H7N3 with charge +2. The level of theory is the ωB97M-V functional and the def2-TZVPD basis.

HOMO-LUMO gap in eV: 6.656
Relative energy (zero: lowest compared OMol25 entry of this formula, charge and spin) in kcal per mole: 146.5
Charge: +2

Positions of all 14 atoms, in Å:
C  -1.6252  0.9913  -0.1312
C  -0.3237  -0.9770  -0.1972
C  0.9430  -1.4320  -0.0852
C  0.6685  1.8896  0.0986
N  -2.4088  0.0025  -0.2024
N  -1.6318  -1.0950  -0.2412
N  -0.4513  1.1577  -0.0567
H  1.3687  -0.8667  0.7570
H  1.6066  -1.5181  -1.0237
H  0.8842  -2.4066  0.4350
H  1.0053  2.3024  -0.7807
H  1.5685  1.3470  0.4308
H  0.4287  2.5893  0.9655
H  -2.0326  -1.9843  0.0314



| no. | E (eV) |
| --- | --- |
| 1 | -12107.08838 |
| 2 | -115931.99070 |
| 3 | -8704.42561 |